228
Properties=species:S:1:pos:R:3:forces:R:3:lowdin_spin:R:1 method="wB97M-V/def2-TZVPD" multiplicity=2 total_charge=+1 total_energy_ha=-4480.4049
C 35.7714 -13.8456 -8.2970 0.944 0.641 1.283 0.00
O 34.9773 -13.6645 -9.4063 -1.094 -1.601 -0.406 0.00
C 35.1634 -12.4906 -10.0950 2.492 0.716 0.979 0.00
C 34.9883 -11.1773 -9.2682 -2.466 -0.040 -1.467 0.00
N 35.9495 -10.7568 -8.2788 -0.169 -0.919 0.599 0.00
C 35.5142 -9.6394 -7.4252 0.514 -0.437 0.062 0.00
C 35.4854 -8.2989 -8.0803 -1.560 1.957 -0.084 0.00
O 34.4639 -8.0810 -9.0892 0.332 -0.655 -1.806 0.00
C 33.0111 -8.2261 -9.0115 1.610 0.763 2.296 0.00
H 36.7789 -13.5204 -8.5564 0.357 0.113 0.297 0.00
H 35.8619 -14.8567 -7.9000 -0.540 -0.309 -0.698 0.00
H 35.3949 -13.2366 -7.4751 0.248 0.154 0.179 0.00
H 34.7947 -12.7632 -11.0838 -1.118 1.356 0.091 0.00
H 36.2075 -12.2934 -10.3380 1.172 -0.907 -0.265 0.00
H 34.0144 -11.2958 -8.7934 -0.146 0.450 0.242 0.00
H 34.9145 -10.4103 -10.0392 -0.479 0.298 -0.242 0.00
H 36.8708 -10.6932 -8.6877 0.094 0.476 0.304 0.00
H 36.1241 -9.5806 -6.5237 0.665 0.021 -0.208 0.00
H 34.5611 -9.8377 -6.9349 -0.408 -0.380 -0.601 0.00
H 36.4416 -7.9372 -8.4586 0.156 -0.967 -1.185 0.00
H 35.4019 -7.4275 -7.4309 -0.726 -0.350 1.315 0.00
H 32.5757 -7.8010 -9.9159 0.226 -0.406 -0.014 0.00
H 32.7318 -7.6234 -8.1473 -0.470 0.530 -0.023 0.00
H 32.6191 -9.1954 -8.7034 0.375 -0.513 -0.774 0.00
C 27.5101 -13.6042 -17.7471 -0.741 0.264 1.172 0.00
O 26.2683 -13.8653 -17.1275 -1.967 0.860 -0.215 0.00
C 25.1002 -13.1840 -17.7247 0.475 -2.504 -0.819 0.00
C 23.8196 -13.9701 -17.1980 2.525 -0.325 -1.102 0.00
N 23.4284 -13.5395 -15.8923 -1.412 0.851 1.275 0.00
C 22.3568 -14.3440 -15.2199 1.639 -0.081 -0.967 0.00
C 21.0796 -14.0133 -15.9562 -0.460 -0.106 0.950 0.00
O 20.0176 -14.7872 -15.4924 0.150 -0.572 1.552 0.00
C 18.8293 -14.5708 -16.1422 -0.771 -0.720 -2.203 0.00
H 28.1655 -13.9176 -16.9345 0.719 0.387 -0.400 0.00
H 27.5068 -12.5310 -17.9376 0.853 0.087 -0.241 0.00
H 27.7261 -14.1850 -18.6438 -0.302 -0.043 -0.196 0.00
H 25.2295 -13.3097 -18.7997 -0.448 -1.055 -0.475 0.00
H 25.1299 -12.0996 -17.8306 -0.094 0.524 1.808 0.00
H 24.1159 -15.0172 -17.1351 0.799 -0.367 0.021 0.00
H 23.1456 -14.1158 -18.0422 -0.981 1.263 0.464 0.00
H 24.2307 -13.6011 -15.2819 0.318 0.110 -0.225 0.00
H 22.4039 -14.2168 -14.1384 -0.553 0.991 -0.044 0.00
H 22.6777 -15.3853 -15.2450 -0.574 -0.622 -0.714 0.00
H 21.2038 -14.1971 -17.0234 0.110 0.278 -0.222 0.00
H 20.7996 -12.9836 -15.7335 0.377 0.465 -0.461 0.00
H 18.9659 -14.8604 -17.1841 0.029 -0.513 -0.563 0.00
H 18.4611 -13.5634 -16.3362 0.156 0.633 1.191 0.00
H 18.0446 -15.2370 -15.7837 0.136 0.301 0.459 0.00
C 26.9648 -5.7611 -8.7949 -0.605 -1.010 -1.616 0.00
O 28.3144 -5.9637 -9.2088 -1.264 1.044 0.587 0.00
C 29.2105 -5.2173 -8.3706 0.501 -2.056 -1.663 0.00
C 30.4958 -5.1361 -9.2606 -0.513 1.405 0.070 0.00
N 30.3117 -4.5076 -10.6107 0.639 -1.213 1.226 0.00
C 30.2651 -3.0775 -10.5787 1.162 1.068 -1.212 0.00
C 29.8634 -2.5116 -11.9651 -1.337 -1.022 0.038 0.00
O 30.1360 -1.1925 -12.2554 1.098 0.887 -0.357 0.00
C 29.4712 -0.2698 -11.4639 -0.538 -0.245 1.000 0.00
H 26.6343 -4.7342 -8.6390 0.573 0.299 0.156 0.00
H 26.5960 -6.3851 -7.9808 0.566 -0.051 0.468 0.00
H 26.4036 -6.1070 -9.6630 -0.303 -0.040 -0.033 0.00
H 29.3659 -5.9375 -7.5672 0.528 0.682 0.772 0.00
H 28.7002 -4.3117 -8.0427 0.542 0.286 -0.028 0.00
H 30.9483 -6.1221 -9.3661 -0.377 -0.086 -0.072 0.00
H 31.2184 -4.5367 -8.7068 0.237 0.103 -0.132 0.00
H 29.5122 -4.9247 -11.0655 -0.219 0.065 0.052 0.00
H 31.2576 -2.6361 -10.4882 0.468 -0.358 0.707 0.00
H 29.6635 -2.6941 -9.7547 -0.382 0.308 -0.099 0.00
H 28.7934 -2.7194 -11.9719 -0.700 0.277 -0.570 0.00
H 30.2743 -2.9722 -12.8635 0.348 -0.997 0.645 0.00
H 29.7461 -0.4215 -10.4201 0.088 0.254 0.293 0.00
H 28.4093 -0.5077 -11.5273 -0.423 0.525 -0.030 0.00
H 29.7037 0.7601 -11.7349 -0.049 -0.251 -0.293 0.00
C 25.7269 -10.7960 -14.2521 0.909 -0.917 0.366 0.00
O 26.3493 -11.2471 -13.0367 -1.821 0.078 -0.408 0.00
C 25.8080 -10.5327 -11.9636 2.729 0.909 2.670 0.00
C 26.9521 -9.5583 -11.4237 -2.283 0.554 -1.695 0.00
N 27.5980 -8.7544 -12.5325 -1.987 -1.549 2.686 0.00
C 28.8822 -8.3561 -12.0156 0.588 0.543 -0.864 0.00
C 29.9417 -9.0955 -12.8019 2.665 1.783 -0.041 0.00
O 31.3172 -8.7636 -12.3089 -2.413 0.954 0.731 0.00
C 32.2993 -9.2313 -13.1441 -0.220 -1.625 0.300 0.00
H 26.0441 -9.7595 -14.3667 -0.071 -0.073 -0.959 0.00
H 24.6372 -10.8117 -14.2710 -0.045 -0.234 0.432 0.00
H 26.1122 -11.5835 -14.8997 -0.098 0.815 -1.106 0.00
H 25.6747 -11.2140 -11.1232 -0.338 -0.241 -0.032 0.00
H 24.8898 -9.9539 -12.0635 -0.039 -0.224 -0.902 0.00
H 27.6657 -10.0658 -10.7746 0.096 -0.164 -0.316 0.00
H 26.3786 -8.8219 -10.8608 0.259 -0.041 0.666 0.00
H 27.5224 -9.2614 -13.4027 0.980 -0.115 0.094 0.00
H 29.0585 -8.4320 -10.9426 -0.595 -0.645 0.103 0.00
H 28.8121 -7.2764 -12.1472 1.489 0.303 -0.356 0.00
H 29.8738 -8.6576 -13.7977 0.093 -0.299 -0.512 0.00
H 29.9280 -10.1821 -12.8873 -0.715 -0.092 0.401 0.00
H 32.3450 -8.6866 -14.0872 0.301 0.119 -0.215 0.00
H 32.0546 -10.2802 -13.3112 0.260 -0.380 -0.817 0.00
H 33.2260 -9.3064 -12.5752 0.310 0.622 -0.187 0.00
C 28.0752 -10.6357 -8.0496 -1.402 -0.211 1.014 0.00
O 27.7056 -11.4719 -6.9356 2.331 0.729 1.095 0.00
C 26.3804 -11.8613 -6.6959 -1.171 -0.221 -1.127 0.00
C 25.9455 -12.3014 -5.2851 2.568 -0.542 0.520 0.00
N 26.7263 -13.4788 -4.7926 -0.117 0.090 0.308 0.00
C 26.3346 -14.8220 -5.2237 -2.311 1.973 -1.207 0.00
C 26.8822 -15.9149 -4.4290 2.996 -2.505 0.428 0.00
O 27.6899 -16.8901 -5.2420 -0.149 0.702 1.372 0.00
C 29.0883 -16.5095 -5.3467 -1.454 0.417 -0.744 0.00
H 28.1721 -11.1867 -8.9850 0.259 -0.296 0.081 0.00
H 28.9710 -10.0716 -7.7898 0.192 -0.476 0.025 0.00
H 27.3144 -9.8745 -8.2222 -0.359 0.111 -0.011 0.00
H 26.3002 -12.7327 -7.3457 -1.185 0.076 -0.376 0.00
H 25.7628 -10.9974 -6.9418 -0.599 -0.238 -0.568 0.00
H 24.8818 -12.4918 -5.1428 0.007 -0.015 -0.678 0.00
H 26.2026 -11.4970 -4.5959 -0.073 0.189 0.108 0.00
H 27.6805 -13.3906 -5.1116 0.269 0.510 0.181 0.00
H 26.4417 -14.9010 -6.3056 0.620 -0.729 -0.178 0.00
H 25.2515 -14.9110 -5.1398 -0.298 0.378 0.194 0.00
H 26.1457 -16.4504 -3.8299 -0.235 -0.451 -0.719 0.00
H 27.5753 -15.6170 -3.6423 0.050 0.763 -0.074 0.00
H 29.6936 -17.3795 -5.6011 -0.215 -0.051 0.220 0.00
H 29.4796 -15.9718 -4.4831 -0.107 -0.331 0.372 0.00
H 29.1386 -15.8055 -6.1774 0.362 0.131 -0.233 0.00
C 34.5510 -6.1605 -12.3980 -1.596 -0.377 1.205 0.00
O 35.3507 -6.1585 -13.5310 0.935 -0.928 -3.458 0.00
C 34.7691 -6.9895 -14.6045 0.575 0.283 1.023 0.00
C 35.5261 -7.1786 -15.9439 0.863 0.255 1.527 0.08
N 36.9451 -7.6187 -15.7491 -1.159 0.810 -2.672 0.73
C 37.8076 -7.5439 -17.0128 -1.425 -0.923 0.612 0.06
C 38.8832 -8.6307 -17.3302 1.563 0.686 -0.623 0.01
O 39.5667 -8.2425 -18.5326 -1.156 0.628 1.046 0.00
C 40.3707 -7.0458 -18.4125 0.469 -1.473 -1.324 0.00
H 33.5158 -6.3833 -12.6564 -0.332 0.411 -0.145 0.00
H 34.5861 -5.1917 -11.8998 0.167 -0.061 -0.160 0.00
H 34.7597 -6.9510 -11.6771 0.686 -0.085 0.076 0.00
H 33.7648 -6.6373 -14.8398 -0.044 0.110 -0.044 0.00
H 34.6774 -8.0032 -14.2146 -0.212 -0.139 0.170 0.00
H 35.6672 -6.3271 -16.6096 -0.149 0.697 0.204 0.04
H 34.8976 -7.8270 -16.5544 0.419 -0.637 -0.022 0.02
H 37.2764 -7.2860 -14.8549 0.682 -0.306 0.618 0.02
H 38.0564 -6.4827 -17.0170 1.019 -0.020 0.256 0.03
H 37.1190 -7.5968 -17.8560 -0.327 -0.227 0.143 0.00
H 38.4672 -9.6093 -17.5700 -0.504 0.254 0.199 0.00
H 39.6638 -8.7916 -16.5867 -0.309 0.257 0.622 0.00
H 41.3148 -7.3114 -17.9369 -0.150 0.328 0.664 0.00
H 39.8612 -6.1674 -18.0164 0.076 -0.139 0.103 0.00
H 40.6534 -6.9080 -19.4562 -0.115 0.619 0.070 0.00
C 31.0909 -4.5418 -23.2026 -1.272 1.310 -1.343 0.00
O 30.0546 -5.4627 -23.3068 1.226 -2.197 -0.552 0.00
C 29.7352 -6.0086 -22.0712 -2.612 0.577 0.397 0.00
C 30.5531 -7.0659 -21.3876 1.723 -2.939 -0.444 0.00
N 29.9750 -8.0450 -20.4306 0.001 2.465 0.909 0.00
C 29.3075 -7.2824 -19.3658 -0.439 -0.814 -1.143 0.00
C 29.1677 -7.9183 -18.0454 -0.623 -1.986 1.164 0.00
O 28.2213 -9.0901 -18.0121 1.491 2.698 -0.867 0.00
C 28.1373 -9.6709 -16.7558 -0.315 -0.311 0.345 0.00
H 31.2450 -4.2603 -24.2443 0.966 -0.062 0.080 0.00
H 31.9764 -4.8533 -22.6484 -0.055 0.089 -0.077 0.00
H 30.5229 -3.6898 -22.8289 1.038 0.764 0.907 0.00
H 28.7364 -6.3739 -22.3099 -0.226 -0.417 0.746 0.00
H 29.6388 -5.1401 -21.4196 -0.324 0.070 0.632 0.00
H 31.4178 -6.6704 -20.8548 0.020 0.565 0.014 0.00
H 31.0069 -7.7262 -22.1267 0.077 0.232 -0.563 0.00
H 29.7052 -8.9910 -20.6597 -0.371 0.596 -0.316 0.00
H 28.3296 -6.9042 -19.6639 -0.373 -0.057 -0.155 0.00
H 29.8748 -6.3688 -19.1880 0.397 0.005 -0.051 0.00
H 28.9076 -7.1083 -17.3640 -0.757 -0.225 0.393 0.00
H 30.1162 -8.2967 -17.6642 0.318 -0.196 -0.159 0.00
H 27.4946 -10.5360 -16.9191 0.149 -0.125 0.468 0.00
H 27.7001 -9.0358 -15.9854 -0.417 0.386 -0.081 0.00
H 29.0991 -9.9519 -16.3268 0.397 -0.397 -0.252 0.00
C 24.5052 -4.1588 -13.0933 -1.939 0.124 -0.987 0.00
C 25.5862 -4.7283 -12.1905 0.395 -0.750 0.436 0.00
O 25.7927 -6.0866 -12.5840 -0.616 0.110 -0.975 0.00
O 24.2262 -2.7845 -12.9744 0.853 1.782 1.163 0.00
H 23.5181 -4.5512 -12.8488 0.283 -1.227 0.217 0.00
H 24.6011 -4.2989 -14.1700 0.887 -0.965 0.119 0.00
H 25.2685 -4.7960 -11.1500 -0.394 0.672 0.119 0.00
H 26.5100 -4.1498 -12.1903 0.091 0.200 -0.364 0.00
H 26.5461 -6.5487 -12.2093 0.204 0.218 0.217 0.00
H 24.0188 -2.3717 -13.8159 0.181 -0.323 0.021 0.00
C 29.8970 -14.7677 -13.0850 -0.019 1.288 1.296 0.00
C 29.0039 -13.5196 -13.1387 -1.326 -0.538 -1.024 0.00
O 27.6511 -13.8597 -13.5935 1.351 -0.612 0.096 0.00
O 29.9450 -15.4747 -14.2831 -0.872 -0.235 -0.669 0.00
H 29.5587 -15.3389 -12.2205 0.357 -0.613 -0.257 0.00
H 30.9170 -14.3912 -13.0077 0.100 0.184 1.196 0.00
H 29.4895 -12.9099 -13.9007 -0.136 0.727 -0.070 0.00
H 28.9026 -12.9889 -12.1920 0.525 -0.060 0.082 0.00
H 27.0434 -13.1287 -13.4595 0.208 0.455 0.307 0.00
H 29.6434 -14.7900 -14.8846 -0.138 -0.476 -0.867 0.00
C 23.5640 -7.3202 -9.0504 -1.334 1.298 -0.153 0.00
C 22.0528 -6.8110 -9.0882 0.352 -0.715 0.832 0.00
O 21.7224 -6.2238 -10.3183 0.885 0.204 -0.913 0.00
O 23.8646 -8.1081 -10.1770 -0.282 -0.481 0.238 0.00
H 23.7280 -7.8456 -8.1096 -0.081 -0.300 -0.144 0.00
H 24.2858 -6.5043 -9.0852 -0.296 0.550 0.401 0.00
H 21.7997 -6.1233 -8.2813 0.614 0.211 0.304 0.00
H 21.3946 -7.6597 -8.9022 0.141 -0.479 -0.093 0.00
H 20.7962 -5.9780 -10.3766 0.014 -0.147 0.258 0.00
H 23.5958 -7.5225 -10.8886 0.023 -0.189 -0.758 0.00
C 21.9328 -10.0368 -15.1244 0.079 2.138 -0.324 0.00
C 20.9648 -9.8847 -16.3044 0.804 -1.203 0.354 0.00
O 19.6269 -9.8633 -15.8658 -0.236 -0.336 0.346 0.00
O 22.1717 -8.8157 -14.4460 0.093 0.676 0.523 0.00
H 22.9274 -10.2543 -15.5138 -0.214 -0.649 -0.157 0.00
H 21.6084 -10.7676 -14.3836 -0.225 -0.456 -0.431 0.00
H 21.2972 -10.7955 -16.8026 -0.924 -0.477 -0.842 0.00
H 21.0703 -9.0638 -17.0137 0.932 0.286 0.372 0.00
H 19.0643 -9.7817 -16.6394 -0.130 -0.002 0.033 0.00
H 21.3586 -8.3076 -14.3990 -0.153 -0.059 0.110 0.00
C 33.8252 -13.2583 -14.8460 -0.828 1.123 0.551 0.00
C 34.8156 -12.0823 -15.1048 -1.878 -1.110 -0.746 0.00
O 35.7542 -12.1750 -14.0885 1.277 -0.198 0.367 0.00
O 33.1632 -12.9085 -13.5815 0.132 -0.769 -1.529 0.00
H 34.1354 -14.3029 -14.8698 1.453 0.179 0.816 0.00
H 33.1220 -13.4257 -15.6619 -0.769 1.265 0.104 0.00
H 34.2896 -11.1316 -15.0183 -0.637 0.021 0.256 0.00
H 35.0895 -12.0775 -16.1598 1.158 -0.477 -0.041 0.00
H 36.4605 -11.5292 -14.1640 -0.049 0.027 -0.077 0.00
H 33.9029 -12.7300 -12.9962 0.043 -0.044 0.306 0.00
C 21.8524 -11.3730 -9.0113 0.587 -0.447 -0.157 0.00
C 22.9869 -11.8106 -9.9102 1.078 -0.584 -0.171 0.00
O 23.8022 -12.7335 -9.1444 -0.167 0.472 0.032 0.00
O 22.3163 -10.6759 -7.8460 -0.679 -0.399 -0.364 0.00
H 21.4003 -12.3144 -8.6991 -0.081 0.158 0.519 0.00
H 21.0799 -10.8643 -9.5880 0.086 0.581 0.068 0.00
H 23.6206 -11.0083 -10.2882 0.032 0.555 0.606 0.00
H 22.6759 -12.2410 -10.8621 -0.673 -0.468 0.183 0.00
H 24.1198 -13.4933 -9.6379 -0.222 0.188 -0.370 0.00
H 22.9758 -10.0200 -8.0836 0.023 -0.010 -0.374 0.00